(1)
Below is the molecule C6H6O2S in a non-equilibrium geometry, with properties calculated with ωB97M-V with the def2-TZVPD basis set.

Results
E   -780.73967 Ha
HOMO level   -8.845 eV
Gap between HOMO and LUMO   8.856 eV
Energy above the lowest of the compared OMol25 structures with the same formula, charge and spin   361.8 kJ/mol
LUMO   0.011 eV

Geometry (Å):
C (-2.14058, 2.42516, 0.16507)
C (-1.23729, 1.64695, 0.32504)
C (1.34435, -1.03835, 0.24195)
C (0.02411, -0.46262, 0.17398)
C (-0.04830, 0.84379, 0.54633)
C (-0.92625, -1.37179, -0.51768)
O (2.31237, -0.54546, 1.12385)
O (2.10617, 1.15858, -0.83470)
S (2.72411, -0.11921, -0.47610)
H (-2.85674, 3.15390, 0.14596)
H (1.33311, -2.18591, 0.12410)
H (0.81645, 1.34786, 0.95924)
H (-1.60752, -1.80794, 0.22281)
H (-0.36275, -2.19585, -0.96675)
H (-1.48124, -0.84911, -1.23309)


(2)
Below is the molecule C6H6O2S in a non-equilibrium geometry, with properties calculated with ωB97M-V with the def2-TZVPD basis set.

Results
E   -780.79979 Ha
HOMO level   -8.901 eV
Gap between HOMO and LUMO   8.693 eV
Energy above the lowest of the compared OMol25 structures with the same formula, charge and spin   204.0 kJ/mol
LUMO   -0.208 eV

Geometry (Å):
C (0.02144, -2.13669, -0.52269)
C (-0.25722, -1.12368, 0.53043)
C (0.26065, -1.45758, -1.73248)
C (-0.25211, 0.06704, -0.16436)
C (-0.49836, 1.50950, 0.35258)
C (0.46376, 2.46975, -0.18704)
O (-1.19013, 4.44696, 0.13640)
O (0.05267, -0.09337, -1.51444)
S (0.14734, 4.05316, -0.45932)
H (0.01433, -3.27471, -0.40540)
H (-0.40711, -1.23136, 1.57962)
H (0.51909, -1.64053, -2.74011)
H (-0.65430, 1.47270, 1.50960)
H (-1.48964, 1.97481, 0.28364)
H (1.28675, 1.95782, -0.69142)


(3)
Below is the molecule C6H6O3 in a non-equilibrium geometry, with properties calculated with ωB97M-V with the def2-TZVPD basis set.

Results
E   -457.69199 Ha
HOMO level (alpha / beta)   -7.674 / -9.664 eV
Gap between HOMO and LUMO (alpha / beta)   8.589 / 7.116 eV
Energy above the lowest of the compared OMol25 structures with the same formula, charge and spin   119.0 kJ/mol
LUMO (alpha / beta)   0.916 / -2.548 eV
Expectation value of S²   2.0433
Spin multiplicity   3

Geometry (Å):
C (-1.25943, 0.73489, 0.37986)
C (-0.92626, -0.60956, 0.02559)
C (-1.64204, 1.93953, 0.05249)
C (-1.96153, -1.41933, -0.17429)
C (2.72090, -0.53908, 0.25109)
C (1.27012, -0.03615, -0.19020)
O (1.08917, 0.81014, -1.07687)
O (0.37836, -1.06987, 0.04860)
O (1.89780, 0.32492, 1.03255)
H (-1.31434, 2.28936, -1.03948)
H (-2.16235, 2.68551, 0.71492)
H (-1.80088, -2.44159, -0.22310)
H (-2.90753, -0.93644, -0.18862)
H (2.94368, -1.56347, 0.52661)
H (3.67434, -0.16887, -0.13917)


(4)
Below is a structure of composition C6H6O5SV in a non-equilibrium geometry, with properties calculated with ωB97M-V with the def2-TZVPD basis set.

Results
Charge   +2
E   -1949.78105 Ha
HOMO level (alpha / beta)   -17.601 / -17.775 eV
Gap between HOMO and LUMO (alpha / beta)   6.040 / 6.368 eV
Energy above the lowest of the compared OMol25 structures with the same formula, charge and spin   111.7 kJ/mol
LUMO (alpha / beta)   -11.561 / -11.408 eV
Expectation value of S²   3.8005
Spin multiplicity   4

Geometry (Å):
O (-0.53993, -2.75478, 0.90151)
C (-0.36783, -1.74432, 0.32545)
V (-0.04454, -0.10278, -0.56880)
O (-1.57935, -0.00496, -3.19556)
C (-1.00394, -0.05352, -2.18145)
C (1.76558, -0.07611, -1.05849)
O (2.87705, -0.02209, -1.42672)
C (-0.34568, 1.63777, 0.20541)
O (-0.58708, 2.74318, 0.50066)
C (-0.12906, -0.78005, 4.12841)
S (-0.17415, 0.02813, 2.52972)
C (-1.98846, 0.14223, 2.39324)
O (0.37604, 1.40101, 2.74288)
H (-0.79055, -1.65522, 4.13264)
H (-0.41936, -0.03052, 4.87266)
H (0.91409, -1.06009, 4.30050)
H (-2.28437, 1.01271, 2.99226)
H (-2.30510, 0.32141, 1.35930)
H (-2.45048, -0.77651, 2.78058)


(5)
Below is the molecule C6H6OS in a non-equilibrium geometry, with properties calculated with ωB97M-V with the def2-TZVPD basis set.

Results
E   -705.57962 Ha
HOMO level   -8.922 eV
Gap between HOMO and LUMO   8.892 eV
Energy above the lowest of the compared OMol25 structures with the same formula, charge and spin   122.4 kJ/mol
SMILES   O=CC1(S)C=CC=C1
LUMO   -0.030 eV

Geometry (Å):
O (1.02498, -0.97794, 2.03884)
C (-0.08143, -0.70331, 1.56869)
C (-0.18518, -0.09948, 0.15509)
S (-1.14847, -1.25284, -0.98614)
C (-0.64084, 1.29279, 0.10208)
C (0.25271, 2.17038, -0.46579)
C (1.35800, 1.28296, -0.84702)
C (1.14138, 0.01350, -0.51061)
H (-0.99829, -0.90605, 2.21388)
H (-2.36798, -0.85782, -0.52312)
H (-1.63373, 1.61209, 0.41783)
H (0.07053, 3.18004, -0.68989)
H (2.13995, 1.81466, -1.38885)
H (1.89749, -0.71498, -0.57690)


(6)
Below is a structure of composition C6H6S3Sb2Se4Tc in a non-equilibrium geometry, with properties calculated with ωB97M-V with the def2-TZVPD basis set.

Results
Charge   +2
E   -11593.22540 Ha
HOMO level (alpha / beta)   -14.653 / -14.592 eV
Gap between HOMO and LUMO (alpha / beta)   4.795 / 5.018 eV
Energy above the lowest of the compared OMol25 structures with the same formula, charge and spin   149.7 kJ/mol
LUMO (alpha / beta)   -9.858 / -9.574 eV
Expectation value of S²   0.7907
Spin multiplicity   2

Geometry (Å):
Tc (0.60160, -0.20360, 0.49720)
C (-0.60890, -1.85500, -0.56910)
C (-0.16980, -1.66280, -1.89570)
C (-0.91660, -0.89430, -2.78050)
C (-2.12130, -0.33940, -2.37190)
C (-2.57850, -0.53690, -1.07420)
C (-1.82620, -1.27730, -0.16740)
H (-0.16390, -2.64310, 0.04000)
H (0.69250, -2.21100, -2.26060)
H (-0.58490, -0.77520, -3.80090)
H (-2.72920, 0.21480, -3.06990)
H (-3.54760, -0.16410, -0.77950)
H (-2.24620, -1.53310, 0.79820)
S (0.22240, 2.93560, 2.53060)
Sb (-0.05170, 1.26410, 4.24910)
S (-0.03950, -0.52810, 2.74050)
S (2.84330, 0.59370, 1.01350)
Se (2.77830, 2.45010, -2.64640)
Sb (2.64230, 2.88130, -0.30080)
Se (2.63880, -0.67890, -0.69870)
Se (-0.01330, 2.03110, 0.48300)
Se (3.37250, 4.50810, 1.29610)


(7)
Below is a cluster of 29 separate species, C6H71BO29 in total in a non-equilibrium geometry, with properties calculated with ωB97M-V with the def2-TZVPD basis set.

Results
E   -2477.81749 Ha
HOMO level   -9.569 eV
Gap between HOMO and LUMO   9.332 eV
LUMO   -0.237 eV

Geometry (Å):
C (-2.75372, -2.80385, 0.89305)
C (-2.39859, -3.92181, -0.26218)
B (-0.96023, -3.69218, -1.02467)
C (0.50348, -3.44981, -0.31625)
O (0.46504, -2.72700, 0.96549)
C (1.10088, -1.40267, 0.83903)
C (0.16550, -0.28680, 0.07299)
C (1.08086, 0.92758, -0.60672)
H (-2.76189, -3.37494, 1.93309)
H (-3.86754, -2.41999, 0.73820)
H (-2.02652, -1.87091, 0.89529)
H (-2.51378, -5.04141, 0.13498)
H (-3.24720, -3.81343, -1.09415)
H (-0.96979, -3.74021, -2.22239)
H (1.12636, -4.46166, -0.25993)
H (1.12312, -2.75759, -1.06600)
H (2.16418, -1.42605, 0.31810)
H (1.30868, -1.01586, 1.94857)
H (-0.60985, 0.13575, 0.87243)
H (-0.49594, -0.72674, -0.79949)
H (0.71520, 1.04063, -1.72701)
H (0.83313, 1.90216, -0.00812)
H (2.21579, 0.61970, -0.55548)
O (2.21098, 1.26535, -3.49254)
H (2.21899, 1.46126, -4.44150)
H (3.06636, 0.83830, -3.33457)
O (-2.96598, 0.43581, 2.22752)
H (-3.11738, 0.43959, 3.18462)
H (-3.75862, 0.01074, 1.86694)
O (-2.79428, -1.40458, -2.86485)
H (-1.82938, -1.42856, -2.95071)
H (-2.94613, -0.84793, -2.08634)
O (0.07360, -2.02464, 4.11307)
H (-0.46789, -1.22160, 4.14305)
H (0.14339, -2.22460, 3.16748)
O (0.54407, 3.89993, -2.77082)
H (0.57154, 4.12597, -1.82894)
H (1.15181, 3.14925, -2.84910)
O (2.87332, -4.47371, 2.05479)
H (2.67656, -5.40654, 1.88133)
H (2.05972, -4.01205, 1.80197)
O (0.35940, -4.43652, -3.68580)
H (-0.08024, -4.80419, -4.46716)
H (1.17360, -4.95632, -3.60917)
O (-2.48545, 1.40297, 5.37345)
H (-1.69373, 1.95163, 5.26796)
H (-3.16528, 2.02743, 5.66819)
O (-0.58535, -6.73348, -5.60774)
H (-1.22895, -7.40241, -5.32974)
H (0.21571, -7.24440, -5.79814)
O (-3.94303, 3.50099, 4.69532)
H (-4.48452, 4.30403, 4.72530)
H (-3.87323, 3.30103, 3.74974)
O (4.01635, 3.74872, -2.56518)
H (4.87898, 3.80554, -3.00293)
H (3.56646, 3.02575, -3.02767)
O (-1.47602, -3.98744, -6.32960)
H (-1.69160, -4.92330, -6.20043)
H (-2.29611, -3.52471, -6.10089)
O (-1.09939, 2.74690, 7.39048)
H (-1.31497, 1.81104, 7.51966)
H (-1.91948, 3.20963, 7.61920)
O (-1.74061, 0.43250, -4.76028)
H (-2.20537, 1.23158, -4.46970)
H (-2.35282, -0.28642, -4.54270)
O (0.99358, 1.16574, 8.45660)
H (0.52748, 1.91291, 8.05229)
H (1.07786, 0.52444, 7.73505)
O (-2.20611, -3.43241, 5.73307)
H (-1.82549, -4.25129, 6.08456)
H (-1.45744, -2.99192, 5.30359)
O (3.81938, 4.93726, -4.94103)
H (3.08557, 4.76312, -4.33261)
H (3.48948, 5.65110, -5.50723)
O (6.48469, 5.91915, -1.98266)
H (6.33329, 5.92292, -1.02556)
H (5.69205, 5.49407, -2.34325)
O (3.12639, -4.38719, -4.44040)
H (3.18272, -3.75230, -3.71052)
H (3.00201, -3.83172, -5.22460)
O (2.24196, 2.90560, -6.41873)
H (1.70047, 3.70863, -6.38876)
H (2.31175, 2.70564, -7.36432)
O (-1.76406, 3.52912, -0.88483)
H (-2.30555, 4.33216, -0.85486)
H (-1.69427, 3.32917, -1.83042)
O (-4.21530, -4.32305, 7.83566)
H (-3.83469, -5.14193, 8.18715)
H (-3.46664, -3.88256, 7.40618)
O (-5.58356, 0.94245, 0.51582)
H (-4.79184, 1.49111, 0.41033)
H (-6.26339, 1.56691, 0.81056)
O (1.75772, 6.64763, -2.62439)
H (1.47271, 6.79300, -1.70973)
H (1.50978, 5.72813, -2.80338)
O (4.32624, -4.33191, -0.73343)
H (4.04123, -4.18654, 0.18123)
H (4.07830, -5.25141, -0.91242)
O (4.65967, -1.59986, 1.87198)
H (4.01607, -2.26880, 2.14998)
H (5.46073, -2.11078, 1.68159)
O (-5.88339, 5.89396, 4.69499)
H (-6.61721, 5.71981, 5.30341)
H (-6.21329, 6.60779, 4.12878)
O (4.67533, 6.77001, -0.00966)
H (4.34646, 6.79158, -0.92090)
H (4.22713, 7.51483, 0.41852)


(8)
Below is a structure of composition C6H7AgLiO6 in a non-equilibrium geometry, with properties calculated with ωB97M-V with the def2-TZVPD basis set.

Results
Charge   +1
E   -838.41291 Ha
HOMO level   -11.530 eV
Gap between HOMO and LUMO   7.177 eV
Energy above the lowest of the compared OMol25 structures with the same formula, charge and spin   95.3 kJ/mol
LUMO   -4.352 eV

Geometry (Å):
Ag (-3.62266, 1.00336, -2.04100)
O (-2.29055, 1.43756, -0.02324)
O (-1.18096, -0.45958, 0.92206)
C (-1.60402, -1.70262, 0.37336)
C (-1.19598, -1.57469, -1.08867)
O (-1.33365, -0.17149, -1.33273)
C (-1.34646, 0.50928, -0.06734)
H (-1.08664, -2.50899, 0.90173)
H (-2.69109, -1.81892, 0.49296)
H (-1.86894, -2.10519, -1.77205)
H (-0.14665, -1.86114, -1.24686)
Li (5.03071, -0.49241, 1.06222)
O (3.95182, 0.19063, -0.52454)
O (1.88097, 0.96300, -0.16647)
C (0.88336, 1.17182, 0.65789)
C (-0.34121, 1.65112, 0.01437)
O (3.25060, 0.39192, 1.57407)
C (3.12878, 0.46535, 0.34883)
H (0.95664, 0.67700, 1.63286)
H (-0.16317, 2.12638, -0.95563)
H (-0.21089, 2.10761, 1.23818)